83
Properties=species:S:1:pos:R:3:forces:R:3:lowdin_charge:R:1 method="wB97M-V/def2-TZVPD" total_charge=+2 total_energy_ev=-55033.73874 molar_mass_g_mol=586.6 multiplicity=3 gap_ev="6.7 / 2.9"
C 0.698 -1.683 5.696 0.055 1.066 -1.221 0.0385
H -1.842 -2.731 1.248 -0.192 0.177 0.082 0.0651
C -0.238 1.570 -2.697 1.007 1.536 -0.319 -0.3336
H 0.046 -2.388 6.190 0.046 0.004 0.072 0.1274
H -2.630 3.391 0.436 0.253 -0.187 -0.191 0.1145
F 2.464 -2.196 7.204 -0.532 0.854 -1.250 0.0583
C 1.174 -2.015 1.339 0.232 0.132 0.247 -0.2778
H -1.164 2.099 2.259 -0.168 -0.119 -0.052 0.0786
H 1.351 0.838 -1.425 0.235 0.247 -0.120 0.0690
H -0.893 3.154 0.131 -0.192 0.093 -0.104 0.0540
H 2.434 -0.616 -2.970 -0.282 0.159 0.001 0.0943
H -2.100 -1.591 2.575 -0.013 -0.022 -0.263 0.0693
H 2.624 3.547 -0.815 0.027 0.210 0.196 0.0563
H 3.245 -1.888 -0.959 -0.096 -0.324 -0.030 0.0414
C -1.808 0.559 0.901 0.208 0.510 -1.405 -0.1957
H -4.702 1.662 -1.779 0.033 -0.010 -0.089 0.1047
C -2.947 -0.707 -0.680 0.212 1.309 1.019 -0.3019
C 1.114 -0.060 3.967 0.205 -0.235 0.699 -0.0445
H -2.008 0.742 3.017 0.166 0.131 -0.220 0.1119
C 1.983 3.259 2.890 -1.647 -0.305 0.290 -0.2169
H -0.573 -3.981 -1.395 0.241 -0.177 0.322 0.0316
H 3.411 4.294 0.617 -0.246 -0.441 0.240 0.0851
C -2.917 0.672 -1.159 0.080 0.321 1.019 -0.3906
P 1.877 2.457 1.232 3.741 2.095 1.283 1.0610
C -2.308 -0.729 0.619 -0.672 0.219 -1.595 -0.1940
C -2.090 1.416 -0.212 -1.499 -0.783 0.042 -0.2697
H 0.965 -0.954 1.530 0.064 -0.303 -0.042 -0.0077
H -2.033 3.296 -1.232 0.042 -0.030 0.293 0.0839
H -3.474 -2.192 1.640 0.248 0.112 -0.087 0.1082
C 2.392 0.167 4.393 0.740 -0.601 1.019 -0.1114
H 2.527 -3.035 -2.123 0.124 0.008 0.398 0.0440
H -0.952 0.215 -5.633 -0.316 -0.084 0.288 0.1190
H 3.885 -0.428 5.881 -0.160 -0.076 0.033 0.1292
H -1.028 -2.479 -3.123 -0.198 0.124 -0.067 0.0977
H -3.083 -2.518 -1.840 -0.359 0.049 0.203 0.0816
C 2.873 -0.573 5.518 -0.686 0.470 -0.917 0.0303
H 3.767 1.233 0.286 -0.058 0.050 0.256 0.0590
H 1.618 2.564 3.656 0.084 0.308 -0.030 0.0307
H -0.218 2.496 -2.123 -0.107 -0.149 0.014 0.0932
C -0.635 1.765 -4.143 -0.401 0.350 -0.593 -0.1663
C 0.651 -1.343 -3.984 0.802 0.013 -0.165 -0.1742
H -3.281 2.082 -2.739 -0.125 -0.157 -0.022 0.0820
C -0.728 -1.461 -3.372 -0.318 -0.895 -1.395 -0.3560
H -2.785 -0.925 -3.857 0.325 0.043 0.274 0.1196
C 3.431 1.468 1.305 -0.696 -1.378 -0.682 -0.2245
C 2.472 3.882 0.220 -1.349 -0.213 -1.072 -0.2194
H 2.210 -2.218 1.641 -0.274 -0.065 0.101 0.0573
H -0.334 0.565 2.505 -0.279 0.034 -0.129 0.0172
C -3.784 1.260 -2.220 -0.626 0.382 -0.059 -0.0324
C -2.428 -1.859 1.565 0.187 -0.590 0.403 -0.0018
H -0.779 -1.050 4.226 0.014 -0.053 0.053 0.0820
C -1.301 1.012 2.217 0.499 0.132 0.494 -0.0414
H 1.699 4.663 0.225 0.293 -0.128 -0.064 0.0621
H 3.237 0.525 1.834 0.199 0.179 -0.163 0.0265
H -1.249 2.678 -4.190 0.245 -0.229 -0.050 0.1140
C 0.240 -0.925 4.568 0.207 -0.901 1.128 -0.0857
H 1.354 4.158 2.892 0.150 -0.226 0.078 0.0685
P 0.936 -2.372 -0.434 -1.207 0.976 -0.630 0.8419
H -4.476 -1.424 -1.995 0.211 -0.183 0.250 0.0942
C -3.730 -1.815 -1.288 -0.162 -0.483 -0.314 -0.0180
H -0.600 -4.094 0.384 0.279 -0.040 -0.285 0.0328
H 3.024 3.534 3.110 -0.172 -0.197 -0.412 0.0831
H 0.578 -1.188 -5.066 -0.146 -0.147 0.142 0.1155
C -1.902 2.886 -0.224 0.013 0.490 -0.011 -0.0430
H 0.238 1.949 -4.790 -0.150 0.041 0.375 0.1209
H 1.207 -2.279 -3.861 -0.286 0.086 0.029 0.1011
H 3.046 0.885 3.917 0.101 -0.081 0.165 0.0668
C -1.467 0.594 -4.736 -0.223 0.554 -0.458 -0.1610
H 4.217 2.024 1.836 -0.475 0.143 -0.140 0.0827
C 1.512 -0.188 -3.387 0.372 -0.615 -0.251 -0.1775
C 0.783 0.604 -2.324 1.651 1.496 0.071 -0.3812
H 3.022 -3.615 -0.486 -0.011 0.224 -0.202 0.0619
C 2.006 -1.473 6.126 0.320 -0.617 0.780 -0.2393
H 1.839 0.463 -4.211 -0.102 0.042 0.345 0.1188
C 0.054 -3.968 -0.489 -0.016 -0.203 -0.278 -0.2536
Mo -1.053 -0.100 -1.918 0.697 -4.144 4.894 1.6413
H -2.426 1.010 -5.075 0.291 -0.219 -0.011 0.1165
H 0.483 -2.605 1.957 0.290 0.157 -0.130 0.0474
C -1.771 -0.524 -3.748 -0.559 -0.438 -1.821 -0.3295
H -4.073 0.502 -2.951 0.010 0.263 0.042 0.0705
H -4.258 -2.381 -0.507 0.113 0.079 -0.270 0.0958
C 2.601 -2.775 -1.056 0.029 0.112 -0.136 -0.2678
H 0.781 -4.791 -0.542 -0.344 0.072 0.102 0.0582